Here is C55H55BiBrF4N5O5P2SSi as an isolated structure from the OMol25 dataset. Energies are from wB97M-V/def2-TZVPD.

## Properties
E_tot = -7337.35962 Eh
highest occupied orbital energy = -8.34 eV
M = 1353.05 g/mol
gap between HOMO and LUMO = 8.53 eV
net charge = 0
ΔE to the lowest compared entry with this formula, charge and spin = 0.0 kJ/mol

Atoms and positions in Å:
Bi -0.097 -0.911 -0.542
F -5.899 4.697 2.294
C -5.105 3.633 2.348
C -5.442 2.557 3.147
F -6.562 2.593 3.865
C -4.602 1.458 3.200
F -4.963 0.469 4.020
C -3.433 1.376 2.459
P -2.361 -0.135 2.370
C -3.625 -1.452 2.260
C -4.080 -1.699 0.968
C -4.988 -2.713 0.714
C -5.433 -3.511 1.758
C -4.976 -3.278 3.047
C -4.079 -2.251 3.300
C -1.766 -0.255 4.099
C -1.107 -1.432 4.470
C -0.521 -1.552 5.720
C -0.576 -0.495 6.622
C -1.224 0.677 6.261
C -1.814 0.796 5.009
C -3.107 2.487 1.669
Br -1.518 2.554 0.643
C -3.930 3.598 1.617
F -3.626 4.659 0.869
H -3.702 -1.096 0.150
H -5.333 -2.893 -0.297
H -6.125 -4.321 1.566
H -5.320 -3.899 3.864
H -3.742 -2.077 4.313
H -1.058 -2.257 3.769
H -0.020 -2.473 5.990
H -0.128 -0.590 7.602
H -1.281 1.503 6.960
H -2.304 1.726 4.743
O -1.349 -4.358 1.692
C -0.538 -3.502 1.402
O -0.778 -2.233 1.275
C 0.943 -3.866 1.211
P 1.600 -2.979 -0.228
C 1.578 -4.158 -1.592
C 2.479 -4.013 -2.643
C 2.412 -4.869 -3.731
C 1.446 -5.862 -3.776
C 0.537 -6.002 -2.735
C 0.595 -5.148 -1.645
C 3.346 -2.641 0.090
C 3.884 -1.379 -0.118
C 5.228 -1.152 0.153
C 6.027 -2.181 0.621
C 5.492 -3.450 0.820
C 4.155 -3.682 0.555
H 1.079 -4.943 1.138
H 1.481 -3.491 2.085
H 3.223 -3.227 -2.619
H 3.107 -4.745 -4.550
H 1.392 -6.525 -4.630
H -0.222 -6.772 -2.773
H -0.128 -5.255 -0.845
H 3.266 -0.575 -0.490
H 5.639 -0.162 0.002
H 7.073 -1.999 0.835
H 6.119 -4.256 1.177
H 3.740 -4.673 0.698
N 1.217 2.021 -0.882
C 1.916 2.760 -1.413
C 2.872 3.606 -2.072
C 3.840 3.021 -2.886
C 4.755 3.833 -3.533
C 4.702 5.211 -3.372
C 3.736 5.788 -2.557
C 2.815 4.987 -1.903
H 3.862 1.944 -3.004
H 5.512 3.388 -4.166
H 5.418 5.841 -3.884
H 3.699 6.861 -2.433
H 2.056 5.419 -1.265
C -3.779 -0.368 -2.418
Si -2.719 -1.792 -3.038
C -3.792 -3.324 -3.171
C -2.138 -1.383 -4.769
C -1.327 -2.268 -1.863
H -4.366 0.024 -3.252
H -3.193 0.464 -2.014
H -4.484 -0.686 -1.648
H -4.705 -3.107 -3.732
H -4.077 -3.724 -2.196
H -3.252 -4.107 -3.709
H -2.875 -1.774 -5.476
H -1.177 -1.845 -4.987
H -2.039 -0.312 -4.949
H -0.592 -2.790 -2.486
H -1.734 -2.987 -1.143
C 0.346 3.614 4.305
C 1.785 3.578 4.811
C 2.674 4.523 4.008
C 2.339 2.150 4.838
N 2.307 1.502 3.535
C 1.399 0.680 3.002
N 1.759 0.393 1.775
N 2.924 1.048 1.574
N 3.257 1.716 2.614
H -0.061 4.622 4.391
H -0.295 2.938 4.872
H 0.291 3.327 3.251
H 1.793 3.903 5.857
H 2.721 4.223 2.960
H 3.695 4.538 4.393
H 2.280 5.538 4.051
H 1.755 1.522 5.512
H 3.377 2.148 5.168
H 0.509 0.346 3.508
C -1.032 4.441 -5.524
C -0.346 3.195 -5.037
C 0.853 2.773 -5.608
C 1.492 1.627 -5.168
C 0.934 0.872 -4.142
C -0.266 1.272 -3.581
C -0.896 2.425 -4.019
S 1.792 -0.601 -3.637
O 1.170 -1.701 -4.334
O 3.189 -0.362 -3.904
O 1.587 -0.730 -2.150
H -0.314 5.242 -5.699
H -1.770 4.792 -4.803
H -1.550 4.253 -6.467
H 1.297 3.360 -6.404
H 2.434 1.314 -5.597
H -0.734 0.691 -2.798
H -1.827 2.733 -3.556

Forces on the atoms, in the same order (eV/Å):
0.1 -0.5 0.4
0.0 0.0 0.0
0.0 0.0 0.0
0.0 0.0 0.0
0.0 0.0 0.0
0.0 0.0 0.0
0.0 0.0 0.0
0.1 0.0 -0.1
-0.3 0.2 0.1
0.1 0.0 -0.1
0.0 0.0 0.0
0.0 0.0 0.0
0.0 0.0 0.0
0.0 0.0 0.0
0.0 0.0 0.1
-0.1 -0.1 0.0
0.0 0.0 0.0
0.0 0.0 0.0
0.0 0.0 0.0
0.0 0.0 0.0
0.0 0.0 0.0
0.0 0.0 0.0
0.0 0.0 0.0
0.0 0.0 0.0
0.0 0.0 0.0
0.0 0.0 0.0
0.0 0.0 0.0
0.0 0.0 0.0
0.0 0.0 0.0
0.0 0.0 0.0
0.0 0.0 0.0
0.0 0.0 0.0
0.0 0.0 0.0
0.0 0.0 0.0
0.0 0.0 0.0
0.0 0.0 0.0
0.0 0.1 0.0
-0.1 0.0 -0.2
0.0 0.0 0.0
0.2 0.0 -0.1
-0.1 0.0 0.0
0.0 0.0 0.0
0.0 0.0 0.0
0.0 0.0 0.0
0.0 0.0 0.0
0.0 0.0 0.0
0.0 0.0 0.0
0.0 0.0 0.0
0.0 0.0 0.0
0.0 0.0 0.0
0.0 0.0 0.0
0.0 0.0 0.0
0.0 0.0 0.0
0.0 0.0 0.0
0.0 0.0 0.0
0.0 0.0 0.0
0.0 0.0 0.0
0.0 0.0 0.0
0.0 0.0 0.0
0.0 0.0 0.0
0.0 0.0 0.0
0.0 0.0 0.0
0.0 0.0 0.0
0.0 0.0 0.0
-0.3 0.2 0.0
0.3 -0.1 0.1
-0.1 0.0 0.0
0.0 -0.1 0.0
0.0 0.0 0.0
0.0 0.0 0.0
0.0 0.0 0.0
0.0 0.0 0.0
0.0 0.0 0.0
0.0 0.0 0.0
0.0 0.0 0.0
0.0 0.0 0.0
0.0 0.0 0.0
0.0 0.0 0.0
0.0 0.0 0.1
-0.1 0.0 0.0
0.1 0.0 0.0
0.1 0.0 -0.1
0.0 0.0 0.0
0.0 0.0 0.0
0.0 0.0 0.0
0.0 0.0 0.0
0.0 0.0 0.0
0.0 0.0 0.0
0.0 0.0 0.0
0.1 0.0 0.0
0.0 0.0 0.0
0.0 0.0 0.0
0.0 0.0 0.0
0.0 0.0 0.0
0.0 0.0 0.0
0.0 0.0 0.0
0.0 0.1 0.0
0.1 0.0 0.0
-0.2 0.1 -0.1
0.2 -0.2 0.1
0.0 0.1 0.0
0.1 0.0 0.0
0.0 0.0 0.0
0.0 0.0 0.0
0.0 0.0 0.0
0.0 0.0 0.0
0.0 0.0 0.0
0.0 0.0 0.0
0.0 0.0 0.0
0.0 0.0 0.0
0.0 0.0 0.0
0.1 0.0 0.0
0.0 0.0 0.0
0.0 0.0 0.0
0.0 0.0 0.0
0.0 0.0 0.1
0.1 0.1 0.0
0.0 -0.1 0.0
0.0 0.0 0.0
-0.1 -0.2 0.2
0.0 0.0 0.0
0.1 0.0 -0.1
-0.2 0.3 -0.4
0.0 0.0 0.0
0.0 0.0 0.0
0.0 0.0 0.0
0.0 0.0 0.0
0.0 0.0 0.0
0.0 0.0 0.1
0.0 0.0 0.0